117
Properties=species:S:1:pos:R:3:forces:R:3:lowdin_charge:R:1 method="wB97M-V/def2-TZVPD" de_lowest_kj_mol=266.8 homo_energy_ev="-11.68 / -11.75" total_charge=+2 energy_ha=-6646.44864 gap_ev="3.7 / 3.8"
Pt -0.4321 -1.4448 -0.0247 -1.413 0.563 0.539 0.31
C -1.2064 3.3462 -4.5634 0.137 0.058 0.038 -0.08
C -0.1089 4.2561 -4.0246 -0.588 0.484 -0.600 -0.54
C 0.7513 4.7051 -5.2108 0.024 -0.079 0.143 -0.01
C -0.7343 5.4563 -3.3070 0.055 -0.144 -0.063 0.00
N 0.7612 3.5751 -3.0393 0.677 -0.241 0.350 0.03
C 1.9146 4.1613 -2.5870 0.005 -0.019 0.084 0.01
C 2.4217 3.3857 -1.5980 -0.110 -0.048 0.003 0.01
N 1.5787 2.3270 -1.4115 -0.050 0.722 -0.266 0.09
B 1.7813 1.0348 -0.6182 -0.351 -0.437 0.568 -0.70
N 2.6493 0.1143 -1.5105 0.156 -0.539 -0.336 0.05
C 4.0121 0.1025 -1.5814 -0.173 0.052 -0.111 0.01
C 4.3811 -0.8674 -2.4571 -0.027 0.117 0.131 0.02
N 3.2417 -1.4480 -2.9403 0.085 0.623 0.238 0.03
C 2.1934 -0.8318 -2.3500 0.138 0.302 0.211 -0.60
S 0.5330 -1.1211 -2.6442 -1.595 0.821 1.435 0.79
C 3.1856 -2.6300 -3.8217 -0.049 -0.809 -0.503 -0.54
C 4.5942 -3.0187 -4.2674 -0.101 0.164 0.106 -0.03
C 2.3452 -2.3010 -5.0554 0.068 0.033 0.117 -0.03
C 2.5893 -3.7753 -3.0017 0.049 0.150 -0.123 -0.03
N 2.4385 1.0985 0.7614 -0.045 -0.114 -0.004 0.06
C 2.9515 2.1154 1.5112 0.442 0.450 0.596 -0.04
C 3.3668 1.5981 2.6963 0.148 0.820 -0.314 -0.02
N 3.0960 0.2583 2.6932 -0.267 0.306 -0.622 0.02
C 2.5060 -0.0262 1.5104 -0.201 -0.709 -0.191 -0.62
S 1.9731 -1.5673 1.0076 -0.209 -0.353 -0.572 0.72
C 3.3876 -0.7003 3.7801 0.058 -0.570 0.449 -0.54
C 3.9863 0.0435 4.9731 -0.096 -0.020 -0.208 -0.04
C 4.3876 -1.7474 3.2814 -0.096 0.079 -0.022 -0.03
C 2.0750 -1.3662 4.2017 0.066 -0.062 0.031 -0.06
C 0.5730 2.4484 -2.3143 0.170 -0.162 0.045 -0.58
S -0.6640 1.2961 -2.4969 0.638 -1.546 -0.002 0.86
H -1.7613 3.8877 -5.3237 -0.005 0.164 -0.038 0.10
H -1.9095 3.0471 -3.7907 -0.133 0.020 -0.020 0.04
H -0.7812 2.4602 -5.0242 -0.064 -0.116 -0.077 0.08
H 0.1042 5.0507 -6.0122 -0.069 0.044 0.002 0.10
H 1.3343 3.8696 -5.5898 0.090 -0.072 -0.079 0.10
H 1.4192 5.5241 -4.9634 0.116 0.082 0.063 0.08
H -1.3490 6.0199 -4.0026 -0.063 0.039 -0.085 0.10
H 0.0248 6.1256 -2.9088 0.068 0.063 0.028 0.09
H -1.3676 5.1162 -2.4896 -0.077 -0.001 0.103 0.09
H 2.3054 5.0646 -3.0048 -0.020 0.234 -0.037 0.14
H 3.3177 3.5170 -1.0300 0.241 0.012 0.099 0.13
H 0.7140 0.5293 -0.4252 0.099 0.244 -0.366 0.00
H 4.6186 0.7698 -1.0055 0.139 0.114 0.159 0.14
H 5.3642 -1.1651 -2.7529 0.120 -0.162 -0.050 0.13
H 5.0856 -2.2078 -4.7990 0.100 0.097 -0.058 0.10
H 4.5193 -3.8570 -4.9538 -0.070 -0.054 -0.022 0.10
H 5.2089 -3.3391 -3.4299 0.094 -0.006 0.086 0.10
H 2.7653 -1.4443 -5.5771 0.030 0.096 -0.094 0.10
H 1.3128 -2.0862 -4.7953 0.006 -0.044 -0.145 0.03
H 2.3527 -3.1484 -5.7336 0.011 -0.117 -0.041 0.10
H 3.1329 -3.8960 -2.0655 -0.026 -0.013 0.072 0.10
H 2.6651 -4.7009 -3.5617 -0.047 -0.134 -0.106 0.10
H 1.5400 -3.5923 -2.7779 -0.014 -0.081 0.044 0.00
H 2.9475 3.1332 1.1777 0.058 0.161 0.029 0.12
H 3.8414 2.0953 3.5147 0.048 0.074 0.155 0.12
H 4.9461 0.4929 4.7288 0.072 0.103 -0.026 0.09
H 4.1602 -0.6691 5.7742 -0.018 -0.087 0.013 0.10
H 3.3055 0.8039 5.3493 -0.035 0.103 0.074 0.09
H 5.3334 -1.2868 3.0051 0.088 0.092 -0.039 0.09
H 3.9919 -2.2960 2.4299 0.050 -0.011 0.007 0.04
H 4.5826 -2.4613 4.0765 0.007 -0.057 0.118 0.10
H 1.3114 -0.6177 4.4045 -0.096 0.115 0.070 0.09
H 2.2430 -1.9402 5.1066 0.050 -0.057 0.192 0.10
H 1.7122 -2.0459 3.4358 -0.034 0.023 0.073 0.02
N -2.6731 -0.4178 1.7367 0.237 -0.246 0.006 -0.36
P -2.0169 0.3378 0.3736 0.859 -0.097 0.947 0.81
C -1.2419 1.8253 1.0891 -0.066 0.013 -0.401 -0.35
C -0.6561 1.7414 2.3469 -0.098 -0.120 -0.056 -0.08
C -0.0503 2.8527 2.9009 0.014 0.085 0.068 -0.07
C -0.0100 4.0457 2.1966 0.076 0.047 -0.039 -0.07
C -0.5639 4.1246 0.9283 0.087 0.154 -0.011 -0.06
C -1.1781 3.0168 0.3743 -0.042 -0.140 0.146 -0.12
C -3.4342 1.0154 -0.5372 0.409 -0.310 -0.089 -0.38
C -4.2085 2.0043 0.0647 0.067 -0.102 0.035 -0.08
C -5.2805 2.5428 -0.6225 -0.069 0.067 0.030 -0.05
C -5.5750 2.1027 -1.9047 0.026 -0.014 0.053 -0.05
C -4.8150 1.1053 -2.4939 -0.074 -0.060 -0.124 -0.06
C -3.7448 0.5551 -1.8119 0.105 0.126 0.114 -0.15
P -2.0054 -1.9673 2.0270 -1.112 0.512 -2.197 0.97
C -2.3757 -2.2390 3.7860 1.053 -0.100 -0.061 -0.34
C -3.6838 -2.0271 4.2156 0.045 0.113 -0.229 -0.09
C -4.0095 -2.2879 5.5317 -0.066 0.035 -0.010 -0.06
C -3.0507 -2.7808 6.4043 0.120 -0.065 0.005 -0.05
C -1.7547 -3.0048 5.9705 -0.027 0.045 0.041 -0.05
C -1.4120 -2.7284 4.6570 0.067 0.082 -0.083 -0.10
C -3.2077 -3.0942 1.2376 0.193 -0.117 0.162 -0.40
C -3.4250 -4.3760 1.7409 0.021 0.247 -0.048 -0.09
C -4.3329 -5.2096 1.1093 -0.023 -0.063 -0.050 -0.05
C -5.0210 -4.7729 -0.0134 0.043 -0.074 0.060 -0.06
C -4.7933 -3.5042 -0.5234 0.060 0.082 0.007 -0.06
C -3.8782 -2.6718 0.0934 0.063 0.078 0.175 -0.12
H -3.4741 -0.0530 2.2383 0.017 -0.034 0.010 0.09
H -0.7091 0.8105 2.8954 0.053 -0.029 0.093 0.10
H 0.3745 2.7989 3.8906 0.067 -0.027 0.124 0.11
H 0.4520 4.9165 2.6357 0.039 0.094 0.062 0.11
H -0.5320 5.0571 0.3820 -0.017 0.074 -0.027 0.11
H -1.6390 3.0779 -0.6014 -0.090 0.093 -0.074 0.08
H -3.9633 2.3576 1.0585 -0.018 0.068 0.016 0.12
H -5.8807 3.3120 -0.1606 -0.055 0.058 0.025 0.12
H -6.3987 2.5380 -2.4467 -0.133 0.040 -0.052 0.12
H -5.0649 0.7563 -3.4828 -0.002 -0.045 -0.144 0.11
H -3.1233 -0.2067 -2.2656 -0.079 -0.133 -0.069 0.09
H -4.4420 -1.6893 3.5215 -0.112 -0.001 0.007 0.11
H -5.0181 -2.1194 5.8737 -0.124 -0.010 0.032 0.11
H -3.3200 -3.0102 7.4221 -0.052 0.007 0.153 0.11
H -1.0131 -3.3985 6.6492 0.038 -0.035 0.041 0.11
H -0.4156 -2.9212 4.2898 0.066 -0.051 0.058 0.07
H -2.8842 -4.7152 2.6142 -0.005 -0.036 0.027 0.11
H -4.4983 -6.2072 1.4892 -0.036 -0.036 0.045 0.11
H -5.7337 -5.4265 -0.4904 -0.078 -0.077 -0.074 0.11
H -5.3185 -3.1601 -1.4009 -0.099 -0.003 -0.085 0.11
H -3.6935 -1.6774 -0.2981 -0.113 -0.167 -0.059 0.05
Se -0.3504 -3.8322 -0.6311 0.165 -0.069 -0.873 0.65
C -0.2615 -4.2222 1.1134 0.287 -0.526 0.494 -0.87
N -0.2152 -4.4041 2.2496 0.055 -0.094 0.569 0.10

=====

117
Properties=species:S:1:pos:R:3:forces:R:3:lowdin_charge:R:1 method="wB97M-V/def2-TZVPD" de_lowest_kj_mol=101.9 homo_energy_ev=-9.94 total_charge=+1 energy_ha=-3140.50744 gap_ev=7.4
Ba 0.5246 0.9586 -0.0307 1.635 -1.537 -2.528 2.04
C 1.8189 1.9086 -3.1318 0.013 0.040 0.341 -0.19
C 0.8684 3.0822 -2.9053 -0.074 -0.225 0.242 -0.18
N -0.2186 2.7174 -1.9644 -0.160 0.921 -0.668 -0.17
C -0.7859 3.8699 -1.2364 0.310 -0.219 0.159 -0.14
C 0.2456 4.4013 -0.2536 0.162 -0.350 -0.006 -0.27
C 0.4564 5.7538 -0.0514 -0.009 0.169 0.046 -0.01
C 1.4440 6.1394 0.8446 -0.004 0.072 -0.065 -0.03
C 2.2019 5.1744 1.4889 0.072 0.133 -0.011 -0.01
C 1.9422 3.8423 1.2227 -0.189 -0.359 -0.131 -0.26
C 2.7209 2.7171 1.8850 -0.271 -0.009 -0.305 -0.15
N 3.0455 1.6241 0.9432 0.791 0.520 0.292 -0.15
C 4.0882 1.9617 -0.0557 -0.401 -0.068 0.066 -0.18
C 3.4974 2.4400 -1.3850 -0.173 -0.214 0.137 -0.20
N 2.4817 1.4908 -1.8736 0.742 0.404 -0.935 -0.18
N 0.9728 3.4678 0.3750 0.327 1.494 0.169 0.01
H 2.5450 2.1841 -3.9063 -0.011 0.011 -0.029 0.13
H 1.2404 1.0561 -3.5036 0.119 0.063 0.014 0.11
H 0.4806 3.4107 -3.8719 -0.058 0.047 -0.061 0.13
H 1.4193 3.9253 -2.4882 -0.038 0.032 0.039 0.11
H -0.9543 2.2652 -2.4961 0.005 0.048 0.036 0.10
H -1.6580 3.5226 -0.6658 0.100 -0.005 -0.100 0.11
H -1.1142 4.6763 -1.8940 -0.050 0.117 -0.078 0.12
H -0.1340 6.4885 -0.5905 0.079 -0.081 0.078 0.12
H 1.6340 7.1916 1.0261 -0.017 -0.074 -0.007 0.12
H 2.9874 5.4486 2.1825 -0.047 -0.001 -0.044 0.12
H 2.0708 2.3037 2.6642 0.129 -0.011 -0.086 0.10
H 3.6106 3.1293 2.3679 0.082 0.051 0.031 0.13
H 3.3611 0.8393 1.5044 0.005 0.038 -0.090 0.11
H 4.6949 1.0731 -0.2359 -0.008 -0.081 0.014 0.11
H 4.7717 2.7271 0.3197 0.078 0.078 0.051 0.12
H 4.3100 2.5826 -2.1051 0.088 0.030 -0.046 0.13
H 3.0302 3.4112 -1.2332 -0.055 0.009 -0.039 0.10
H 2.9490 0.6060 -2.0600 -0.031 0.035 -0.014 0.10
O -1.9726 0.3351 3.5068 -0.013 0.288 -0.364 0.03
C -1.5955 1.0729 2.3281 -0.032 0.539 0.117 -0.60
O -0.3123 0.9164 1.9709 -2.372 -0.124 3.632 -0.51
C -2.5593 0.5262 1.2307 0.076 0.048 -0.112 -0.15
C -3.8795 0.1228 1.4718 0.073 0.094 0.178 0.03
C -4.6453 -0.3132 0.4139 -0.114 0.009 -0.012 -0.01
C -4.0824 -0.3897 -0.8617 -0.303 -0.247 -0.003 0.01
C -2.7613 -0.0467 -1.0008 0.450 0.086 0.067 -0.18
N -2.0254 0.4262 0.0177 -1.263 -0.248 0.216 0.03
C -1.9529 -0.2205 -2.2673 -0.427 0.079 0.088 -0.44
O -2.5950 -0.3468 -3.4321 -0.105 0.545 1.022 0.04
O -0.7441 -0.2258 -2.2465 -1.031 0.812 0.555 -0.06
H -1.1624 0.2080 4.0075 0.127 -0.035 0.030 0.09
H -4.2756 0.1643 2.4806 0.052 0.026 -0.128 0.13
H -5.6772 -0.6073 0.5689 0.083 0.012 -0.009 0.12
H -4.6715 -0.7726 -1.6883 0.013 0.011 0.059 0.12
H -3.5485 -0.3169 -3.3100 -0.260 0.043 0.043 0.11
C -5.9567 3.7124 3.0229 0.065 -0.016 0.058 -0.08
C -5.2005 3.2923 4.1166 -0.009 0.025 -0.096 -0.06
C -3.8734 2.9161 3.9474 -0.012 -0.086 0.125 -0.01
C -3.2921 2.9508 2.6837 0.360 -0.302 -0.153 -0.26
C -4.0443 3.3870 1.6013 -0.065 -0.028 -0.131 -0.04
C -5.3733 3.7629 1.7625 -0.021 0.013 0.037 -0.08
N -1.9103 2.5525 2.4748 0.268 0.029 0.353 0.06
C -0.9844 3.3958 3.1940 -0.132 -0.267 -0.180 -0.20
C 0.0204 2.9422 4.0564 -0.094 0.105 -0.018 -0.04
C 0.8506 3.8456 4.7236 -0.136 -0.099 -0.069 -0.09
C 0.6966 5.2140 4.5612 -0.032 -0.020 -0.059 -0.10
C -0.3005 5.6734 3.7061 -0.051 -0.118 0.052 -0.09
C -1.1178 4.7810 3.0287 -0.067 0.005 0.019 -0.02
H -6.9929 4.0096 3.1561 0.144 -0.043 -0.005 0.11
H -5.6476 3.2598 5.1053 0.052 0.003 -0.111 0.11
H -3.2766 2.5855 4.7925 -0.080 0.039 -0.092 0.13
H -3.5767 3.4254 0.6221 -0.023 -0.002 0.051 0.10
H -5.9493 4.1063 0.9072 0.083 -0.057 0.119 0.10
H 0.1680 1.8842 4.2117 -0.004 0.006 -0.011 0.10
H 1.6126 3.4643 5.3965 -0.060 0.001 -0.061 0.11
H 1.3392 5.9111 5.0904 -0.100 -0.086 -0.045 0.10
H -0.4462 6.7384 3.5678 -0.003 -0.027 -0.023 0.11
H -1.8971 5.1546 2.3702 0.093 -0.016 0.066 0.12
C -0.6633 -7.0472 -1.0462 -0.065 -0.165 0.021 -0.04
C -0.0089 -5.8090 -0.4147 0.029 -0.007 0.144 -0.49
C -0.5048 -4.6021 -1.2276 -0.111 -0.003 -0.045 -0.03
C -0.5611 -5.6913 1.0203 -0.005 0.105 -0.018 -0.04
C 1.5592 -5.9995 -0.3715 -0.052 0.108 0.056 -0.40
O 1.8290 -7.2180 0.3610 -0.128 0.224 -0.168 -0.03
C 2.2579 -6.1527 -1.7485 -0.177 0.127 -0.025 -0.08
C 2.7689 -4.9502 -2.5725 -0.203 -0.015 -0.006 -0.12
C 1.7410 -4.1319 -3.3214 0.047 -0.036 0.048 -0.24
C 1.5307 -2.7955 -2.9998 0.005 0.006 0.004 -0.04
C 0.5449 -2.0395 -3.6261 0.570 0.018 -0.252 -0.09
C -0.2291 -2.6289 -4.6090 0.064 -0.164 -0.006 -0.62
Cl -1.4736 -1.6987 -5.3951 0.531 -0.568 -0.823 0.75
C -0.0211 -3.9498 -4.9790 0.000 -0.153 -0.007 -0.09
C 0.9630 -4.6896 -4.3338 -0.009 -0.062 -0.153 -0.05
C 2.3074 -5.0472 0.5985 -0.160 0.404 -0.237 -0.02
N 2.3408 -3.5937 0.3390 0.176 -0.449 0.165 -0.07
C 1.4016 -2.6694 0.5589 -0.365 -0.234 -0.168 -0.15
N 1.8283 -1.4733 0.2115 1.069 -0.331 0.301 -0.03
C 3.1262 -1.7263 -0.1448 0.055 0.020 -0.188 -0.24
N 3.4848 -2.9906 -0.0951 -0.742 0.249 0.326 0.12
H -1.7417 -6.8729 -1.1188 0.117 -0.031 0.005 0.09
H -0.5312 -7.9494 -0.4382 -0.009 0.123 -0.081 0.09
H -0.3050 -7.2437 -2.0609 -0.050 0.019 0.119 0.08
H -1.5612 -4.4302 -0.9821 0.134 -0.053 -0.014 0.10
H -0.4477 -4.7840 -2.3031 -0.027 0.019 0.197 0.07
H 0.0347 -3.6781 -1.0294 -0.088 -0.158 -0.072 0.05
H -1.6480 -5.8264 1.0020 0.145 0.035 -0.003 0.09
H -0.3728 -4.7057 1.4644 -0.033 -0.201 -0.050 0.07
H -0.1372 -6.4506 1.6791 -0.019 0.019 -0.043 0.09
H 1.5481 -7.9653 -0.1740 -0.011 -0.086 -0.066 0.10
H 1.6095 -6.7661 -2.3806 0.083 0.016 -0.021 0.10
H 3.1327 -6.7641 -1.5316 0.092 -0.046 0.025 0.13
H 3.4747 -5.3646 -3.2954 -0.017 -0.041 -0.057 0.13
H 3.3510 -4.2873 -1.9423 0.115 0.009 0.029 0.08
H 2.1277 -2.3376 -2.2116 -0.123 -0.115 -0.293 0.09
H 0.3649 -1.0068 -3.3393 0.451 -0.813 -0.551 0.06
H -0.6272 -4.3924 -5.7624 0.083 0.039 0.081 0.11
H 1.1177 -5.7283 -4.6230 -0.028 0.155 0.032 0.12
H 3.3428 -5.3562 0.6366 0.199 -0.059 -0.065 0.14
H 1.8847 -5.2153 1.5831 -0.003 0.118 0.129 0.13
H 0.4077 -2.8967 0.9312 0.342 0.059 -0.059 0.13
H 3.8184 -0.9624 -0.4827 -0.156 -0.157 0.107 0.10